C23H39BeN2P2 | wB97M-V/def2-TZVPD

Last column: Mulliken charge in e.
Atoms and positions in Å:
Be -0.7741 0.5981 -0.5606  -0.348
C 4.1399 1.9864 1.0702  -1.436
P 2.8104 1.1164 0.1279  0.992
C 3.7819 0.6693 -1.3683  -1.446
C 2.7166 -0.4449 1.0718  0.286
C 3.8070 -1.3036 1.1811  -0.550
C 3.7603 -2.4194 1.9990  -1.009
C 2.6150 -2.6811 2.7312  -0.840
C 1.5148 -1.8462 2.6240  -0.778
C 1.5359 -0.7313 1.7829  -0.179
P 0.0322 0.3259 1.6044  2.183
C 0.4713 1.7200 2.7227  -1.418
C -1.1737 -0.4866 2.7244  -2.022
H 5.0260 1.3587 1.1725  0.406
H 3.7955 2.2707 2.0647  0.350
H 4.4086 2.8927 0.5246  0.446
H 4.7272 0.1905 -1.1149  0.510
H 4.0036 1.5904 -1.9089  0.451
H 3.2036 0.0152 -2.0204  0.316
H 4.7146 -1.0943 0.6287  0.309
H 4.6158 -3.0783 2.0745  0.416
H 2.5696 -3.5476 3.3784  0.420
H 0.6278 -2.1048 3.1816  0.359
H 0.8627 1.2948 3.6459  0.423
H -0.4177 2.3087 2.9546  0.496
H 1.2288 2.3669 2.2850  0.292
H -0.7449 -0.6123 3.7164  0.576
H -1.4999 -1.4482 2.3301  0.346
H -2.0412 0.1638 2.8282  0.521
C -3.3932 -0.3822 0.2057  -0.898
N -2.6354 0.5242 -0.6814  0.257
C -3.0311 0.1938 -2.0726  -1.337
C -3.0009 1.9266 -0.3911  -0.716
C -2.1363 2.8037 -1.2649  -1.046
N -0.7119 2.4250 -1.0310  1.085
C -0.1782 3.3307 0.0082  -1.030
C 0.0571 2.6375 -2.2775  -1.019
H -4.4589 -0.3375 -0.0365  0.489
H -3.2642 -0.0884 1.2415  0.315
H -3.0389 -1.4042 0.0710  0.046
H -4.0458 0.5535 -2.2693  0.399
H -3.0116 -0.8821 -2.1935  0.506
H -2.3432 0.6212 -2.7979  0.292
H -2.7959 2.1232 0.6649  0.272
H -4.0650 2.1101 -0.5713  0.509
H -2.3002 3.8621 -1.0547  0.461
H -2.3812 2.6465 -2.3125  0.504
H -0.2008 4.3642 -0.3487  0.487
H 0.8491 3.0626 0.2390  -0.100
H -0.7804 3.2615 0.9122  0.378
H -0.1058 3.6495 -2.6592  0.426
H -0.2469 1.9101 -3.0283  0.359
H 1.1167 2.4977 -2.0791  0.079
C -0.0039 -0.6790 -1.5658  -0.022
C -0.6521 -2.0385 -1.4573  -0.820
C -1.3691 -2.6114 -2.5102  -0.509
C -2.0343 -3.8230 -2.3645  -0.500
C -1.9822 -4.5158 -1.1643  -0.674
C -1.2162 -4.0009 -0.1269  -0.665
C -0.5606 -2.7880 -0.2790  0.080
H 0.0984 -0.4428 -2.6328  0.767
H 1.0276 -0.8044 -1.2130  0.351
H -1.3944 -2.1086 -3.4717  0.471
H -2.5858 -4.2303 -3.2030  0.397
H -2.5025 -5.4574 -1.0505  0.414
H -1.1156 -4.5561 0.7988  0.417
H 0.0759 -2.4228 0.5155  0.501

Values from the calculation:
HOMO-LUMO gap (hartree): 0.3122
E_HOMO (eV): -10.5
LUMO level (eV): -2.004
Total charge: +1



C4H2BrNS | wB97M-V/def2-TZVPD

Last column: Mulliken charge in e.
Atoms and positions in Å:
C 1.2041 0.4022 -0.7095  -0.378
C 0.2164 0.8701 0.0154  0.364
C 0.4704 -1.6939 -0.2569  0.702
C -0.8837 0.7134 0.7128  -0.666
N 1.2865 -0.9994 -0.8248  -0.468
S -0.7495 -2.0834 0.6055  -0.278
Br -2.5967 1.0301 -0.1169  -0.082
H 1.9912 0.9339 -1.2086  0.410
H -0.9386 0.8271 1.7829  0.396

Values from the calculation:
HOMO-LUMO gap (hartree): 0.3329
E_HOMO (eV): -9.1
ΔE to the lowest compared entry with this formula, charge and spin (kcal/mol): 9.4
LUMO level (eV): -0.066



C31H48GaO2P2 | wB97M-V/def2-TZVPD

Last column: Mulliken charge in e.
Atoms and positions in Å:
Ga -2.6212 0.4018 -3.8403  0.689
C 1.0594 0.4028 2.0808  0.311
C 2.0802 0.7898 1.1658  0.761
C 0.2307 2.0948 0.7548  0.615
C -0.0576 1.2507 1.8573  0.782
C 1.5686 1.8391 0.3504  0.785
C 1.1434 -0.6871 3.0704  -1.840
H 2.1733 -0.8046 3.4329  0.481
H 0.8280 -1.6518 2.6389  0.063
H 0.4902 -0.4811 3.9278  0.381
C -1.3044 1.2830 2.6338  -1.033
H -1.1782 0.7913 3.6038  0.347
H -2.1050 0.7601 2.0994  -0.031
H -1.6419 2.3153 2.8013  0.408
C -0.7031 3.0710 0.1654  -1.470
H -1.0339 3.7972 0.9230  0.334
H -1.6003 2.5790 -0.2418  0.122
H -0.2184 3.6172 -0.6510  0.290
C 2.3355 2.5296 -0.7045  -1.193
H 3.3308 2.8186 -0.3339  0.288
H 1.8123 3.4335 -1.0329  0.467
H 2.4868 1.8810 -1.5825  0.006
C 3.4565 0.2668 1.0843  -1.360
H 4.2001 1.0506 1.3067  0.374
H 3.6787 -0.0936 0.0685  0.152
H 3.6062 -0.5587 1.7903  0.367
C 1.1776 -3.0431 -0.4205  -0.551
C 2.4128 -3.2073 0.0708  -0.416
C 3.6952 -2.8945 -0.6184  -0.650
C 3.6725 -2.8806 -2.1696  -1.054
C 3.5430 -1.5071 -2.7438  -0.869
C 2.4765 -0.7008 -2.6652  -0.608
C 1.2312 -0.9611 -1.8856  2.377
C 0.8144 -2.4400 -1.7396  -1.629
H 4.4568 -3.6176 -0.2892  0.552
H 2.8940 -3.5626 -2.5331  0.353
H 4.0650 -1.9272 -0.2489  -0.026
H 1.1684 -3.0289 -2.5985  1.167
H 0.3166 -3.3744 0.1756  0.499
H 2.5235 -3.6181 1.0777  0.402
H -0.2845 -2.4658 -1.8152  0.497
H 1.3146 -0.5048 -0.8816  -1.195
H 2.4861 0.2631 -3.1902  0.478
H 0.4031 -0.4102 -2.3624  -0.211
H 4.6341 -3.2883 -2.5131  0.429
H 4.4328 -1.1359 -3.2636  0.341
P -2.4701 -1.4203 -5.1042  1.248
P -2.2406 1.6864 -5.5681  0.373
C -2.8281 -0.8468 -6.7866  -1.109
C -2.9203 0.6884 -6.9575  -0.824
H -3.7729 -1.3236 -7.0781  0.439
H -2.0448 -1.2677 -7.4284  0.434
H -2.3933 1.0203 -7.8640  0.524
H -3.9750 0.9911 -7.0454  0.372
C -2.7915 3.3678 -5.8776  -1.152
H -2.3679 4.0340 -5.1167  0.410
H -3.8863 3.4116 -5.8264  0.377
H -2.4571 3.6866 -6.8763  0.409
C -0.4227 1.7029 -5.7777  -1.076
H -0.1706 1.6351 -6.8457  0.398
H 0.0526 0.8712 -5.2372  0.166
H -0.0416 2.6466 -5.3598  0.414
C -3.6719 -2.6888 -4.6427  -1.303
H -3.5621 -2.9364 -3.5775  0.318
H -3.5071 -3.5975 -5.2403  0.443
H -4.6955 -2.3285 -4.8143  0.396
C -0.8493 -2.2387 -5.1430  -0.958
H -0.3156 -1.9744 -6.0655  0.490
H -0.9968 -3.3279 -5.1205  0.418
H -0.2342 -1.9546 -4.2766  -0.137
O -2.4146 -0.7450 -2.1673  -0.586
C -2.8766 0.0514 -1.2160  -0.090
O -3.1308 1.2563 -1.4552  -0.811
C -2.9947 -0.6079 0.1034  0.364
C -4.0087 -0.2830 1.0186  -0.253
C -4.0260 -0.9179 2.2631  -0.602
C -3.0530 -1.8661 2.5900  -0.585
C -2.0695 -2.2152 1.6553  -0.398
C -2.0531 -1.5925 0.4115  1.054
H -4.7504 0.4660 0.7548  0.436
H -4.7930 -0.6723 2.9975  0.382
H -3.0587 -2.3550 3.5670  0.417
H -1.3325 -2.9875 1.8881  0.357
H -1.3074 -1.8848 -0.3303  -0.740

Values from the calculation:
HOMO-LUMO gap (alpha / beta) (hartree): 0.1838 / 0.1997
E_HOMO (alpha / beta) (eV): -8.7 / -8.6
ΔE to the lowest compared entry with this formula, charge and spin (kcal/mol): 0.0
LUMO level (alpha / beta) (eV): -3.693 / -3.159
Total charge: +1



C48H49HfN5S2Se3Si | wB97M-V/def2-TZVPD

Last column: Mulliken charge in e.
Atoms and positions in Å:
Hf 0.2893 -0.2486 0.4523  0.294
Se -0.5887 -2.7653 -0.7094  -0.070
Se 0.8196 -2.0782 2.5160  -0.075
C 2.0685 -2.5816 1.2303  0.001
C 2.8564 -3.7286 1.3497  -1.057
C 3.7702 -4.0065 0.3609  -0.426
C 3.8918 -3.1277 -0.7169  -1.102
C 3.0588 -2.0309 -0.7693  -0.381
N 2.1546 -1.7562 0.1705  0.685
C -0.2644 -1.7684 -2.2241  0.631
C -0.3000 -2.3749 -3.5399  -1.041
C -0.1513 -1.6516 -4.6547  -0.886
C -0.1870 -0.1606 -4.6366  0.090
C -0.2654 0.3480 -3.1514  -0.723
N 0.0215 -0.5050 -2.0355  0.387
H 2.7105 -4.3715 2.2044  0.581
H 4.3864 -4.8918 0.4102  0.432
H 4.6112 -3.2989 -1.5007  0.478
H 3.0933 -1.3344 -1.5995  0.491
H -0.3472 -3.4546 -3.5687  0.544
H -0.0600 -2.1341 -5.6201  0.379
H 0.5579 0.2872 -5.2999  0.574
H 0.2468 1.3057 -3.0375  0.159
C 5.4874 -0.2642 5.6648  -1.608
C 5.5041 -1.1327 4.3982  2.038
C 6.8655 -1.8333 4.2690  -1.897
C 4.4276 -2.2121 4.5409  -1.664
C 5.2504 -0.2158 3.2085  -0.634
C 6.2283 0.7249 2.8554  -0.227
C 6.0483 1.6257 1.8276  -1.405
C 4.8452 1.6085 1.1454  1.323
S 4.2866 2.6746 -0.1060  -0.513
C 2.7347 1.8493 -0.0585  0.114
N 2.6636 0.8544 0.7816  1.288
C 3.8332 0.6892 1.4821  -1.492
C 4.0586 -0.2300 2.5061  0.727
C 1.5902 2.3799 -0.7575  0.580
C 1.7128 3.4928 -1.5987  -0.834
C 0.5814 4.1008 -2.1013  -1.206
C -0.6710 3.6075 -1.7576  -0.598
C -0.7819 2.4848 -0.9502  -0.791
C 0.3345 1.8160 -0.4340  1.538
H 5.6890 -0.8696 6.5451  0.426
H 4.5100 0.1969 5.7889  0.246
H 6.2307 0.5256 5.6050  0.379
H 6.9966 -2.5285 5.0958  0.477
H 7.6960 -1.1331 4.2958  0.343
H 6.9179 -2.3905 3.3362  0.402
H 4.6752 -2.8731 5.3703  0.486
H 4.3542 -2.8163 3.6390  0.283
H 3.4519 -1.7765 4.7491  0.319
H 7.1465 0.7730 3.4178  0.451
H 6.8146 2.3392 1.5693  0.439
H 3.2738 -0.9188 2.7656  -0.064
H 2.6928 3.8820 -1.8414  0.500
H 0.6676 4.9612 -2.7489  0.372
H -1.5621 4.0963 -2.1249  0.489
H -1.7765 2.1161 -0.7129  0.261
N -6.1947 1.1135 -9.7200  -0.530
C -5.4216 0.9685 -8.8842  0.057
C -4.4707 0.7835 -7.8591  0.542
C -3.2171 0.2410 -8.1482  -0.992
C -2.2870 0.0618 -7.1482  -0.501
C -2.5799 0.4265 -5.8282  0.925
C -3.8504 0.9608 -5.5485  -0.296
C -4.7817 1.1366 -6.5430  -1.067
C -1.6318 0.3008 -4.7605  -0.208
C -1.7555 0.4955 -3.4140  1.151
H -2.9847 -0.0260 -9.1669  0.463
H -1.3212 -0.3621 -7.3813  0.433
H -4.0882 1.2397 -4.5338  0.409
H -5.7534 1.5538 -6.3227  0.449
S 1.1897 3.5503 3.8022  -0.200
C 1.5936 2.0819 4.5976  -0.185
C 1.2236 1.0240 3.8370  -1.187
N 0.6461 1.3386 2.6463  1.231
C 0.5405 2.6223 2.5108  -0.724
H 2.0614 2.0745 5.5610  0.480
H 1.3295 -0.0110 4.1154  0.228
H 0.0877 3.0969 1.6600  0.271
C -5.5819 0.1420 -0.3640  -1.216
C -5.0242 -0.7422 -1.4795  2.078
C -4.6048 -2.1057 -0.9177  -1.549
C -6.0540 -0.9239 -2.6059  -1.922
C -3.8411 -0.1250 -2.0509  -0.226
C -2.8656 0.3418 -2.5937  -0.953
H -6.4412 -0.3307 0.1046  0.487
H -5.8866 1.1101 -0.7555  0.379
H -4.8078 0.2909 0.3843  -0.200
H -5.4627 -2.6130 -0.4830  0.488
H -3.8508 -1.9728 -0.1459  0.057
H -4.1851 -2.7289 -1.7050  0.366
H -6.9536 -1.4007 -2.2209  0.464
H -5.6433 -1.5456 -3.4007  0.378
H -6.3337 0.0373 -3.0355  0.322
C -4.9032 1.0415 3.0676  -1.193
Si -3.1012 0.5119 3.4366  0.530
C -2.9220 -1.1288 4.3981  -1.119
C -2.2451 2.0146 4.2716  -0.908
Se -2.1163 0.1591 1.3250  -0.435
H -5.3635 1.5184 3.9270  0.460
H -5.5171 0.1941 2.7834  0.276
H -4.9064 1.7481 2.2421  0.327
H -3.6125 -1.1922 5.2328  0.433
H -1.9104 -1.2527 4.7783  0.245
H -3.1176 -1.9636 3.7299  0.304
H -2.8898 2.4602 5.0224  0.517
H -2.0262 2.7771 3.5281  0.212
H -1.3168 1.7313 4.7589  0.140

Values from the calculation:
HOMO-LUMO gap (hartree): 0.2586
E_HOMO (eV): -7.4
ΔE to the lowest compared entry with this formula, charge and spin (kcal/mol): 0.0
LUMO level (eV): -0.376